ORCA calculation (wB97M-V/def2-TZVPD) on a cluster of 4 separate species, C34H84BrFN11O12P5 in total in a non-equilibrium geometry.

Atoms and positions in Å:
C 7.810 -1.619 1.758
C 7.559 -0.121 1.901
O 7.161 0.453 0.664
C 6.444 0.070 2.935
N 6.082 1.478 3.102
C 5.041 1.638 4.136
C 3.692 2.015 3.506
O 2.528 1.449 4.107
C 2.148 0.129 3.856
P 2.696 -0.853 5.382
N 2.979 0.139 6.533
O 3.946 -1.759 4.953
O 1.529 -1.862 5.836
C 2.414 -0.440 2.438
O 3.443 -0.433 1.834
O 1.284 -0.923 1.878
C 0.156 -0.917 2.811
C -1.117 -0.651 2.014
C -2.465 -0.925 2.708
C -2.601 -0.529 4.181
C -4.009 -0.800 4.719
O -4.583 -1.984 4.145
C -5.266 -2.752 5.035
O -6.450 -2.702 5.176
P -0.017 -2.757 3.405
O -0.705 -3.426 2.093
Br 2.050 -3.583 3.260
C 0.592 0.161 3.822
C 0.004 1.574 3.649
C -0.163 2.329 4.969
F 0.572 3.505 4.942
H 8.343 -1.852 0.835
H 6.854 -2.150 1.749
H 8.387 -2.000 2.600
H 8.450 0.383 2.290
H 6.918 -0.267 0.078
H 6.810 -0.364 3.881
H 5.580 -0.501 2.597
H 6.913 1.903 3.501
H 5.359 2.451 4.792
H 4.979 0.749 4.770
H 3.550 3.088 3.635
H 3.760 1.853 2.430
H 3.919 0.125 6.901
H 4.334 -2.110 5.766
H 0.857 -1.351 6.305
H -1.092 -1.241 1.101
H -1.102 0.380 1.666
H -3.214 -0.355 2.151
H -2.763 -1.968 2.621
H -2.431 0.535 4.349
H -1.911 -1.121 4.791
H -3.968 -0.884 5.810
H -4.657 0.055 4.506
H -4.649 -3.470 5.602
H -0.306 -3.141 1.258
H 0.136 -0.150 4.769
H 0.589 2.191 2.968
H -0.982 1.498 3.201
H -1.199 2.651 5.089
H 0.155 1.740 5.830
C 0.351 3.004 -3.425
N -0.087 2.124 -2.356
C 0.233 2.686 -1.044
P -0.063 0.427 -2.431
O -0.876 -0.019 -1.280
N -0.965 -0.114 -3.773
C -1.171 0.688 -4.963
C -2.164 -0.888 -3.469
N 1.446 0.169 -3.158
C 1.654 -1.189 -3.711
C 2.555 0.414 -2.201
H 1.440 3.018 -3.570
H 0.038 4.022 -3.187
H -0.111 2.762 -4.373
H 1.298 2.623 -0.788
H -0.330 2.169 -0.268
H -0.054 3.738 -1.012
H -1.834 1.545 -4.785
H -1.624 0.071 -5.743
H -0.223 1.040 -5.371
H -3.006 -0.258 -3.156
H -1.974 -1.613 -2.684
H -2.463 -1.443 -4.362
H 1.512 -1.970 -2.957
H 2.671 -1.274 -4.093
H 0.992 -1.402 -4.542
H 2.475 -0.196 -1.295
H 2.589 1.463 -1.912
H 3.504 0.188 -2.683
C -8.755 4.720 1.717
N -8.020 3.516 2.064
C -8.470 2.372 1.269
P -7.483 3.129 3.625
O -6.534 2.013 3.449
N -6.492 4.381 4.231
C -6.594 5.758 3.787
C -5.097 4.029 4.474
N -8.843 3.578 4.542
C -8.600 3.723 5.994
C -9.954 2.608 4.388
H -9.791 4.728 2.081
H -8.789 4.802 0.629
H -8.267 5.617 2.071
H -9.447 1.982 1.580
H -7.747 1.561 1.335
H -8.548 2.660 0.220
H -6.245 5.896 2.756
H -5.985 6.394 4.434
H -7.615 6.128 3.878
H -4.502 4.000 3.551
H -5.017 3.061 4.960
H -4.655 4.770 5.144
H -8.193 2.813 6.447
H -9.547 3.957 6.480
H -7.919 4.543 6.195
H -9.663 1.586 4.651
H -10.326 2.611 3.364
H -10.784 2.904 5.027
C 3.425 -5.673 -9.356
N 2.931 -4.858 -8.259
C 1.491 -4.635 -8.381
P 3.794 -3.577 -7.526
O 3.082 -3.428 -6.226
N 5.308 -4.152 -6.958
C 5.982 -5.303 -7.527
C 5.509 -4.118 -5.513
N 4.479 -2.875 -8.927
C 5.610 -1.951 -8.681
C 3.475 -2.107 -9.708
H 3.468 -5.147 -10.320
H 2.756 -6.527 -9.479
H 4.404 -6.085 -9.154
H 1.222 -3.917 -9.167
H 1.087 -4.271 -7.438
H 0.989 -5.576 -8.610
H 5.468 -6.245 -7.300
H 6.995 -5.368 -7.121
H 6.098 -5.202 -8.606
H 5.000 -4.942 -4.998
H 5.154 -3.185 -5.088
H 6.579 -4.188 -5.304
H 5.347 -1.129 -8.008
H 5.923 -1.529 -9.636
H 6.460 -2.480 -8.264
H 2.988 -1.326 -9.117
H 2.710 -2.772 -10.107
H 3.963 -1.638 -10.560

## Properties
Frontier orbital gap (Eh): 0.3289
HOMO energy (Eh): -0.313
Max |F| (eV/A): 5.69

***

ORCA calculation (wB97M-V/def2-TZVPD) on a structure of composition C34H84I2N6O3P in a non-equilibrium geometry.

Atoms and positions in Å:
C 2.086 -0.237 -1.828
C 1.281 0.398 -2.964
I 1.906 -0.171 -4.896
C 0.309 1.242 -2.724
I -0.754 2.178 -4.306
N -0.098 1.627 -1.373
C -1.561 1.456 -1.077
P -2.174 -0.285 -0.970
O -2.954 -0.412 0.236
O -3.187 -0.589 -2.170
O -1.005 -1.381 -0.898
H 1.601 -1.137 -1.454
H 2.215 0.519 -1.053
H 3.058 -0.535 -2.204
H 0.096 2.634 -1.284
H 0.480 1.186 -0.645
H -2.204 1.995 -1.770
H -1.736 1.892 -0.093
H -2.836 -0.239 -3.012
H -0.487 -1.307 -1.723
C 3.337 -0.508 -8.773
C 4.772 -0.334 -8.294
N 5.525 -1.572 -8.277
C 6.792 -1.463 -7.570
C 7.861 -0.531 -8.148
C 5.566 -2.307 -9.532
C 6.130 -1.592 -10.766
H 2.815 -1.264 -8.180
H 2.797 0.436 -8.669
H 3.284 -0.795 -9.823
H 4.736 0.059 -7.273
H 5.255 0.439 -8.910
H 7.218 -2.464 -7.458
H 6.572 -1.135 -6.548
H 8.342 -0.958 -9.026
H 8.645 -0.372 -7.404
H 7.461 0.449 -8.409
H 4.549 -2.633 -9.768
H 6.116 -3.238 -9.377
H 5.757 -0.571 -10.863
H 5.836 -2.132 -11.668
H 7.218 -1.563 -10.757
C -5.603 1.997 1.050
C -5.180 1.736 2.487
N -4.710 2.925 3.176
C -4.054 2.631 4.441
C -4.893 2.010 5.562
C -5.626 4.055 3.192
C -7.017 3.846 3.802
H -4.791 2.469 0.490
H -5.846 1.051 0.566
H -6.487 2.633 0.995
H -4.364 1.009 2.461
H -6.015 1.252 3.015
H -3.587 3.547 4.815
H -3.218 1.955 4.228
H -5.552 2.739 6.028
H -4.231 1.634 6.346
H -5.491 1.168 5.213
H -5.759 4.397 2.161
H -5.140 4.896 3.693
H -7.475 2.909 3.483
H -7.680 4.655 3.489
H -6.989 3.864 4.891
C 0.066 2.311 4.261
C 0.267 0.904 3.718
N 1.502 0.745 2.963
C 1.562 -0.503 2.222
C 1.586 -1.816 3.009
C 2.723 1.125 3.658
C 3.042 0.419 4.979
H 0.116 3.052 3.460
H -0.915 2.388 4.729
H 0.807 2.569 5.018
H -0.574 0.683 3.053
H 0.199 0.193 4.554
H 2.433 -0.480 1.556
H 0.691 -0.530 1.551
H 2.558 -1.998 3.464
H 1.391 -2.651 2.333
H 0.823 -1.845 3.787
H 2.682 2.200 3.852
H 3.571 1.008 2.977
H 2.168 0.334 5.626
H 3.796 0.989 5.526
H 3.453 -0.577 4.820
C -2.509 -1.114 -6.061
C -4.028 -1.007 -6.076
N -4.646 -1.811 -7.106
C -6.056 -1.505 -7.304
C -7.024 -1.791 -6.152
C -4.304 -3.225 -7.097
C -4.601 -4.029 -5.824
H -2.087 -0.867 -7.037
H -2.100 -0.410 -5.331
H -2.169 -2.111 -5.778
H -4.285 0.041 -6.259
H -4.408 -1.253 -5.070
H -6.405 -2.027 -8.198
H -6.130 -0.441 -7.554
H -7.228 -2.855 -6.046
H -7.980 -1.304 -6.351
H -6.659 -1.408 -5.197
H -3.235 -3.317 -7.311
H -4.791 -3.710 -7.946
H -4.308 -3.497 -4.916
H -4.042 -4.966 -5.845
H -5.654 -4.291 -5.745
C 1.763 1.371 8.542
C 2.159 0.666 9.831
N 2.525 -0.724 9.635
C 2.636 -1.468 10.881
C 3.734 -1.059 11.869
C 3.572 -0.972 8.660
C 4.933 -0.297 8.875
H 0.959 0.835 8.032
H 1.406 2.377 8.766
H 2.606 1.471 7.855
H 1.299 0.703 10.504
H 2.961 1.244 10.314
H 2.750 -2.530 10.646
H 1.673 -1.395 11.395
H 4.720 -1.384 11.540
H 3.549 -1.536 12.834
H 3.758 0.017 12.039
H 3.199 -0.668 7.678
H 3.721 -2.051 8.569
H 4.837 0.751 9.164
H 5.508 -0.327 7.946
H 5.527 -0.810 9.629

## Properties
Frontier orbital gap (Eh): 0.1989
Charge: +1
HOMO energy (Eh): -0.343
Max |F| (eV/A): 3.01